Record 1
Here is a cluster of 2 separate species, C3H8O in total from the OMol25 dataset. Energies are from ωB97M-V/def2-TZVPD.

Each line ends with the Löwdin charge.
Positions of all 12 atoms, in Å:
C: -1.5885 -0.4298 -0.0997  -0.07
C: -1.7718 0.4907 0.8434  -0.07
H: -0.6965 -1.0269 -0.2247  0.04
H: -2.4088 -0.8064 -0.7018  0.05
H: -1.1132 0.6322 1.6901  0.05
H: -2.6852 1.0717 0.8588  0.05
C: 1.9490 -0.1489 -0.6115  -0.16
O: 1.3880 0.3664 0.5938  -0.14
H: 1.2257 -0.3752 -1.3949  0.07
H: 2.4168 -1.0892 -0.3135  0.08
H: 2.7189 0.5183 -0.9972  0.07
H: 0.5658 0.7970 0.3572  0.02

Computed properties:
**ΔE to the lowest compared entry with this formula, charge and spin**: 35.93 kcal per mole
**SMILES**: C=C.CO
**Kohn-Sham gap**: 0.4213 Eh
**Largest force on an atom**: 0.9 eV Å⁻¹
**LUMO**: 1.13 eV
**E**: -194.27869 Eh

Record 2
Here is the molecule C4H6O2 from the OMol25 dataset. Energies are from ωB97M-V/def2-TZVPD.

Each line ends with the Löwdin charge.
Positions of all 12 atoms, in Å:
O: -0.9973 0.7714 -0.9678  -0.09
C: -0.2747 1.8233 -1.2108  -0.08
C: 0.3978 0.7568 0.0452  -0.15
C: 0.4177 -0.7678 0.1763  -0.15
C: -0.7339 -1.3018 1.0043  -0.25
O: -1.3471 -0.6353 1.8003  0.06
H: 0.1888 1.7291 -2.2424  0.05
H: 0.1336 1.2594 0.9687  0.12
H: 1.3839 1.0571 -0.3486  0.12
H: 0.4525 -1.2624 -0.7990  0.12
H: 1.3408 -1.0506 0.7056  0.13
H: -0.9621 -2.3792 0.8682  0.12

Computed properties:
**ΔE to the lowest compared entry with this formula, charge and spin**: 139.52 kcal per mole
**Kohn-Sham gap (spin up / spin down)**: 0.3051 / 0.3051 Eh
**Largest force on an atom**: 0.6 eV Å⁻¹
**LUMO (spin up / spin down)**: 0.39 / 0.39 eV
**E**: -306.28396 Eh

Record 3
Here is a structure of composition C6H6N2 at a distorted geometry from the OMol25 dataset. Energies are from ωB97M-V/def2-TZVPD.

Each line ends with the Löwdin charge.
Positions of all 14 atoms, in Å:
C: -1.7568 -1.4703 -0.1635  -0.10
C: -0.5589 1.6128 -0.1088  -0.04
C: -0.9997 -0.5859 0.6727  -0.03
C: -0.0134 0.2756 0.2553  -0.22
C: -2.3121 0.4093 0.3783  -0.36
C: 1.4356 -0.1205 0.0094  -0.06
N: -2.6821 -0.6514 -0.5069  0.11
N: -1.8789 1.6193 -0.0969  0.11
H: -1.4691 -2.4216 -0.6310  0.12
H: 0.0660 2.4293 -0.4488  0.11
H: -3.1256 0.5501 0.9550  0.10
H: 2.2237 0.6971 0.1297  0.10
H: 1.6038 -0.2458 -1.0475  0.06
H: 1.5989 -1.1327 0.4289  0.09

Computed properties:
**ΔE to the lowest compared entry with this formula, charge and spin**: 90.46 kcal per mole
**Kohn-Sham gap**: 0.3112 Eh
**Largest force on an atom**: 5.1 eV Å⁻¹
**LUMO**: -0.30 eV
**E**: -341.57841 Eh

Record 4
Here is a cluster of 9 separate species, C35H79B2Br3ClN3O14PS8 in total at a distorted geometry from the OMol25 dataset. Energies are from ωB97M-V/def2-TZVPD.

Each line ends with the Löwdin charge.
Positions of all 146 atoms, in Å:
C: -0.8920 -3.2096 4.7465  -0.13
C: -1.7045 -2.2892 3.8159  -0.22
C: -0.9193 -1.5501 2.6891  -0.52
Cl: 0.8197 -1.4565 3.1858  0.76
C: -1.1739 -2.0482 1.2420  -0.34
C: -2.6496 -1.7264 0.9608  -0.05
C: -2.9549 -0.2670 0.6546  -0.24
C: -3.1772 0.7105 1.5871  -0.07
C: -3.4512 2.0036 1.2309  -0.06
C: -3.5510 2.3536 -0.0870  -0.04
C: -3.3675 1.3713 -1.0396  -0.28
C: -3.5175 1.7102 -2.5109  -0.04
C: -3.0573 0.0924 -0.6772  -0.04
N: -0.1070 -1.4880 0.3741  -0.39
Br: 0.2708 0.3083 0.2605  0.97
C: 0.8911 -2.4065 0.1578  -0.43
N: 1.8265 -2.1329 -0.7334  0.00
P: 3.0524 -3.3610 -1.0935  0.82
O: 2.8885 -3.8064 -2.6685  -0.22
O: 4.4519 -2.5685 -0.9479  -0.25
N: 0.5882 -3.4917 0.9394  0.00
C: 1.4302 -4.4195 1.6281  -0.62
Br: 1.7506 -6.1176 0.6541  0.71
C: 2.8399 -3.8473 2.1347  -0.69
C: 2.9164 -3.8528 3.6932  -0.17
Br: 4.3273 -5.0327 1.5954  0.66
C: -0.8969 -3.5310 0.8730  -0.05
B: -1.0906 -3.8702 -0.7182  -0.64
O: -1.6751 -2.9587 -1.6071  0.17
O: -0.7123 -5.0820 -1.1917  0.01
C: -1.7195 -5.7670 -1.9917  0.01
B: -1.7634 -4.7066 1.4748  -0.65
O: -2.9813 -4.8878 0.8353  0.19
O: -1.4340 -5.4978 2.5419  0.03
C: -1.7161 -6.8907 2.2132  -0.02
H: -0.3098 -2.6648 5.4869  0.07
H: -0.3110 -3.9460 4.1925  0.04
H: -1.6287 -3.7829 5.3214  0.09
H: -2.1266 -1.5169 4.4665  0.12
H: -2.5524 -2.8764 3.4565  0.10
H: -1.2431 -0.5107 2.7130  0.07
H: -3.0564 -2.2858 0.1190  0.12
H: -3.3004 -2.0108 1.7907  0.13
H: -3.1145 0.4589 2.6449  0.12
H: -3.5898 2.7521 2.0032  0.12
H: -3.7843 3.3679 -0.3887  0.12
H: -4.5108 2.1569 -2.6402  0.09
H: -3.5380 0.7917 -3.0993  0.08
H: -2.7917 2.4380 -2.8752  0.08
H: -2.9224 -0.6432 -1.4647  0.12
H: 1.8500 -1.2410 -1.2252  0.09
H: 2.0761 -3.3998 -3.0126  0.05
H: 5.0998 -3.1702 -0.5479  0.03
H: 0.9391 -4.7647 2.5316  0.07
H: 3.0192 -2.8301 1.7933  0.06
H: 3.7168 -4.4858 4.0626  0.04
H: 3.1597 -2.8311 3.9997  0.06
H: 1.9590 -4.0840 4.1604  0.06
H: -1.0208 -2.6134 -2.2256  0.12
H: -2.7179 -5.3474 -1.8754  0.10
H: -1.3921 -5.7144 -3.0372  0.07
H: -1.7243 -6.8020 -1.6469  0.09
H: -3.6675 -5.0069 1.5053  0.14
H: -1.0264 -7.5270 2.7658  0.10
H: -2.7487 -7.1610 2.4427  0.10
H: -1.5550 -7.1084 1.1553  0.07
C: -5.0681 -8.6232 -1.1141  -0.26
S: -3.9061 -9.5849 -0.1364  0.82
O: -2.5684 -8.9392 -0.2771  -0.56
C: -3.9123 -11.0323 -1.1984  -0.26
H: -5.1822 -7.6481 -0.6437  0.04
H: -4.6836 -8.4983 -2.1270  0.06
H: -6.0318 -9.1316 -1.1347  0.06
H: -3.6017 -10.7515 -2.2049  0.06
H: -4.9130 -11.4637 -1.2159  0.06
H: -3.2116 -11.7566 -0.7880  0.05
C: 0.2579 -8.5004 -6.5264  -0.26
S: -0.4404 -7.3047 -5.3822  0.79
O: -1.5916 -6.6559 -6.0634  -0.55
C: 0.9394 -6.1526 -5.4537  -0.26
H: -0.4656 -9.3016 -6.6619  0.05
H: 0.4568 -8.0206 -7.4847  0.06
H: 1.1780 -8.9083 -6.1078  0.06
H: 1.0962 -5.8276 -6.4825  0.06
H: 1.8369 -6.6361 -5.0676  0.06
H: 0.6938 -5.2929 -4.8321  0.03
C: 1.2663 5.1894 1.8940  -0.27
S: 0.7287 3.6210 2.5804  0.75
O: -0.1390 3.9165 3.7473  -0.54
C: 2.3370 3.1299 3.2198  -0.27
H: 0.4030 5.6957 1.4693  0.03
H: 1.6977 5.8102 2.6782  0.07
H: 2.0010 5.0094 1.1084  0.06
H: 2.6976 3.8811 3.9224  0.06
H: 3.0380 3.0173 2.3919  0.05
H: 2.2223 2.1757 3.7318  0.04
C: -0.7766 10.6369 0.7353  -0.26
S: -0.8377 8.9138 1.2264  0.81
O: 0.5608 8.3975 1.1976  -0.57
C: -1.6574 8.3191 -0.2604  -0.27
H: -0.2597 11.1953 1.5152  0.04
H: -0.2325 10.7360 -0.2043  0.06
H: -1.7901 11.0228 0.6256  0.06
H: -1.0573 8.5667 -1.1363  0.06
H: -2.6448 8.7744 -0.3360  0.05
H: -1.7614 7.2382 -0.1823  0.04
C: 3.2499 11.6062 1.8207  -0.26
S: 2.5713 12.7922 2.9943  0.79
O: 1.4653 13.5155 2.2981  -0.57
C: 3.9984 13.8806 3.0089  -0.26
H: 2.4963 10.8419 1.6336  0.03
H: 3.4999 12.1098 0.8856  0.06
H: 4.1379 11.1422 2.2500  0.05
H: 4.2005 14.2378 1.9983  0.06
H: 4.8598 13.3406 3.4010  0.06
H: 3.7727 14.7241 3.6577  0.05
C: -0.1427 13.6400 6.0651  -0.27
S: 1.4109 13.6886 6.9678  0.80
O: 2.4136 12.9646 6.1442  -0.58
C: 0.9029 12.5776 8.2871  -0.27
H: -0.0314 14.2442 5.1661  0.05
H: -0.3747 12.6116 5.7869  0.06
H: -0.9366 14.0540 6.6873  0.05
H: 0.6013 11.6186 7.8651  0.06
H: 0.0776 13.0256 8.8408  0.05
H: 1.7510 12.4330 8.9534  0.05
C: 9.2478 -2.0267 -2.5206  -0.27
S: 8.1581 -0.8838 -3.3828  0.80
O: 8.9019 0.3843 -3.5619  -0.54
C: 7.0184 -0.6423 -2.0102  -0.28
H: 10.0673 -2.2815 -3.1893  0.05
H: 9.6433 -1.5526 -1.6220  0.06
H: 8.6958 -2.9310 -2.2617  0.05
H: 7.5593 -0.2574 -1.1448  0.06
H: 6.5373 -1.5866 -1.7657  0.02
H: 6.2637 0.0792 -2.3170  0.05
C: -3.7143 -4.2564 -7.3594  -0.28
S: -3.2392 -3.2878 -8.7950  0.79
O: -3.9236 -1.9736 -8.6861  -0.56
C: -4.1517 -4.2685 -9.9943  -0.27
H: -3.2786 -3.7918 -6.4774  0.05
H: -4.8009 -4.2698 -7.2658  0.06
H: -3.3289 -5.2716 -7.4579  0.03
H: -5.2094 -4.2814 -9.7307  0.06
H: -3.7521 -5.2827 -10.0126  0.05
H: -4.0250 -3.8102 -10.9730  0.05

Computed properties:
**Kohn-Sham gap**: 0.2281 Eh
**Charge**: +1
**Largest force on an atom**: 3.6 eV Å⁻¹
**LUMO**: -3.21 eV
**E**: -14357.09422 Eh

Record 5
Here is a cluster of 3 separate species, C5H16NO in total at a distorted geometry from the OMol25 dataset. Energies are from ωB97M-V/def2-TZVPD.

Each line ends with the Löwdin charge.
Positions of all 23 atoms, in Å:
C: 1.5994 -1.0204 -1.1999  -0.04
C: 1.6302 0.0246 -0.0382  -0.24
C: 1.0251 1.4067 -0.2615  -0.16
C: -0.5152 1.3303 -0.0612  -0.19
C: -1.1951 0.8339 -1.3030  -0.06
N: -1.6306 -0.6864 2.5893  0.27
H: 1.7892 -0.4059 -2.0883  0.10
H: 2.3895 -1.7616 -1.1612  0.09
H: 0.6027 -1.4548 -1.2728  0.05
H: 1.1741 -0.4181 0.8543  0.09
H: 1.4269 1.7980 -1.2083  0.13
H: 1.3925 2.0526 0.5512  0.13
H: -0.9654 2.2217 0.2995  0.11
H: -0.6606 0.5074 0.6899  0.09
H: -2.3096 0.9500 -1.2282  0.11
H: -1.0466 -0.2552 -1.3839  0.06
H: -0.8751 1.2955 -2.2275  0.11
H: -2.6062 -0.7943 2.6288  0.06
H: 2.6731 0.3193 0.2337  0.14
H: -1.2080 -0.9166 3.5080  0.11
H: -1.1786 -0.9546 1.7501  -0.04
H: -0.7163 -2.5088 0.2398  0.07
O: -0.7953 -1.5635 0.0893  -0.01

Computed properties:
**ΔE to the lowest compared entry with this formula, charge and spin**: 207.62 kcal per mole
**Kohn-Sham gap**: 0.1700 Eh
**Charge**: +1
**Largest force on an atom**: 3.0 eV Å⁻¹
**LUMO**: -10.17 eV
**E**: -329.54998 Eh

Record 6
Here is a structure of composition C19H17B2Cl5F4N5O4S3SbTl at a distorted geometry from the OMol25 dataset. Energies are from ωB97M-V/def2-TZVPD.

Each line ends with the Löwdin spin population.
Positions of all 61 atoms, in Å:
Tl: 0.6764 -0.1669 0.1925  0.16
C: -3.3960 -1.9016 -2.6757  0.00
C: -2.6301 -1.3225 -1.5570  0.00
N: -1.5422 -1.8353 -1.0581  0.03
O: -1.0045 -2.7931 -1.8779  0.01
B: 0.3706 -2.4492 -2.3294  0.01
F: 0.8448 -3.4793 -3.1170  0.00
F: 1.2897 -2.2539 -1.2465  0.03
O: 0.1241 -1.1500 -3.0025  0.00
N: 1.2837 -0.4551 -3.2158  0.00
C: 1.1360 0.7949 -3.3456  0.00
C: 2.4034 1.5755 -3.6253  0.00
C: -0.1682 1.4899 -3.3310  0.00
N: -1.0477 1.1489 -2.4748  0.00
O: -2.2369 1.8218 -2.5929  0.00
B: -2.6553 2.6309 -1.4165  0.00
F: -1.7405 3.6951 -1.2019  0.00
F: -3.9438 3.0170 -1.5852  0.00
O: -2.5529 1.8142 -0.0767  0.00
N: -2.3023 0.5323 -0.0862  0.02
C: -3.1304 -0.1717 -0.8203  0.01
C: -4.5999 0.2303 -0.9466  0.00
C: -0.4341 2.6622 -4.3020  0.00
H: -2.9605 -1.5955 -3.6484  0.00
H: -4.4410 -1.5857 -2.7144  0.00
H: -3.4933 -2.9905 -2.7622  0.00
H: 2.9118 1.0893 -4.5239  0.00
H: 3.0000 1.5138 -2.6963  0.00
H: 2.2319 2.6564 -3.7882  0.00
H: -4.9905 0.2473 0.0480  0.00
H: -5.1269 -0.5396 -1.5378  0.00
H: -4.7567 1.2304 -1.3742  0.00
H: -1.5353 2.7646 -4.4353  0.00
H: -0.0563 2.4379 -5.3098  0.00
H: 0.1173 3.6031 -4.0292  0.00
S: 3.4343 1.8863 3.6681  0.03
Sb: 3.9865 0.9988 1.6095  0.04
S: 2.5727 1.9204 -0.1187  0.57
S: 2.8610 -1.3004 2.5172  0.08
C: 0.4284 3.7280 6.2203  0.00
C: 0.0173 2.3930 6.3578  0.00
C: -0.2554 1.6701 5.1737  0.00
N: -0.3531 2.2481 3.9558  0.00
C: -0.0313 3.5294 3.8256  0.00
C: 0.3427 4.3121 4.9621  0.00
H: 0.6648 4.3842 7.0723  0.00
H: -0.0726 1.9376 7.3656  0.00
H: -0.4758 0.5724 5.1389  0.00
H: -0.0842 3.9836 2.8881  0.00
H: 0.5184 5.3813 4.8525  0.00
Cl: 0.6219 -3.3488 3.2800  0.00
C: 1.7428 -3.6790 2.1141  0.00
C: 2.8187 -2.8644 1.8547  0.01
C: 3.9352 -3.4461 1.2212  0.00
Cl: 5.1997 -2.4100 0.9190  0.00
C: 3.8522 -4.7894 0.9177  0.00
Cl: 5.2478 -5.5593 0.4326  0.00
C: 2.7225 -5.5902 1.1621  0.00
Cl: 2.9028 -7.2425 1.5156  0.00
C: 1.5621 -5.0084 1.6227  0.00
Cl: 0.1960 -5.9727 1.9355  0.00

Computed properties:
**2S+1**: 2
**Kohn-Sham gap (spin up / spin down)**: 0.2311 / 0.1595 Eh
**Charge**: -2
**Largest force on an atom**: 3.5 eV Å⁻¹
**LUMO (spin up / spin down)**: 3.77 / 1.88 eV
**E**: -5666.59428 Eh